[1]
Formula: C4H5NO
Source: the Open Molecules 2025 dataset
Level of theory: ωB97M-V/def2-TZVPD

Summary:
calculated total energy: -7763.505 eV
multiplicity: 1
relative energy (zero: lowest compared OMol25 entry of this formula, charge and spin): 291.5 kJ/mol
lowest unoccupied orbital energy: 0.512 eV
HOMO: -0.318 Eh

Cartesian coordinates (Å):
1 O 1.710 -0.875 -0.481
2 C 0.877 0.868 0.792
3 C 0.711 -0.642 0.517
4 C -0.705 -0.822 -0.028
5 C -1.173 0.398 -0.264
6 N -0.193 1.357 0.180
7 H 1.489 -0.319 -1.242
8 H 0.960 -1.306 1.351
9 H -1.226 -1.753 -0.221
10 H -2.107 0.742 -0.693
11 H -0.344 2.351 0.088

=====

[2]
Formula: C4H5NO
Source: the Open Molecules 2025 dataset
Level of theory: ωB97M-V/def2-TZVPD

Summary:
calculated total energy: -7764.157 eV
multiplicity: 1
relative energy (zero: lowest compared OMol25 entry of this formula, charge and spin): 228.6 kJ/mol
lowest unoccupied orbital energy: 0.838 eV
HOMO: -0.316 Eh

Cartesian coordinates (Å):
1 N 1.505 0.052 -0.209
2 C 1.364 -1.209 0.271
3 C 0.492 1.017 -0.341
4 C -0.768 0.685 -0.088
5 C -1.079 -0.729 0.291
6 O 0.102 -1.540 0.527
7 H 2.457 0.330 -0.384
8 H 0.813 2.011 -0.635
9 H -1.575 1.407 -0.159
10 H -1.652 -1.242 -0.492
11 H -1.661 -0.783 1.217

=====

[3]
Formula: C4H5NO
Source: the Open Molecules 2025 dataset
Level of theory: ωB97M-V/def2-TZVPD

Summary:
SMILES: CC1=C=CNO1
calculated total energy: -7761.285 eV
multiplicity: 1
relative energy (zero: lowest compared OMol25 entry of this formula, charge and spin): 505.8 kJ/mol
lowest unoccupied orbital energy: 0.092 eV
HOMO: -0.308 Eh

Cartesian coordinates (Å):
1 C -1.791 -0.016 0.249
2 C -0.308 0.085 0.107
3 C 0.519 1.178 -0.148
4 C 1.730 0.519 -0.059
5 N 1.666 -0.898 0.085
6 O 0.317 -1.122 0.226
7 H -2.068 -0.685 1.069
8 H -2.197 0.979 0.430
9 H -2.240 -0.410 -0.671
10 H 2.771 0.838 -0.127
11 H 1.835 -0.681 -0.978

=====

[4]
Formula: C4H5NO
Source: the Open Molecules 2025 dataset
Level of theory: ωB97M-V/def2-TZVPD

Summary:
SMILES: C=C/C=N\C=O
calculated total energy: -7765.033 eV
multiplicity: 1
relative energy (zero: lowest compared OMol25 entry of this formula, charge and spin): 144.1 kJ/mol
lowest unoccupied orbital energy: -0.228 eV
HOMO: -0.362 Eh

Cartesian coordinates (Å):
1 C -1.367 0.465 -0.572
2 C -1.079 -0.641 0.116
3 C 0.219 -0.981 0.733
4 N 1.353 -0.411 0.671
5 C 1.719 0.696 -0.077
6 O 1.810 0.719 -1.281
7 H -0.662 1.266 -0.774
8 H -2.362 0.603 -0.977
9 H -1.848 -1.405 0.261
10 H 0.184 -1.874 1.360
11 H 2.035 1.563 0.541

=====

[5]
Formula: C4H5NO
Source: the Open Molecules 2025 dataset
Level of theory: ωB97M-V/def2-TZVPD

Summary:
SMILES: Cc1cocn1
calculated total energy: -7764.563 eV
multiplicity: 1
relative energy (zero: lowest compared OMol25 entry of this formula, charge and spin): 189.4 kJ/mol
lowest unoccupied orbital energy: 1.005 eV
HOMO: -0.335 Eh

Cartesian coordinates (Å):
1 C -0.217 -0.097 -1.647
2 C -0.304 -0.183 -0.180
3 C 0.929 -0.160 0.391
4 O 0.778 0.236 1.681
5 C -0.554 0.295 1.828
6 N -1.268 0.016 0.784
7 H 0.932 -0.097 -1.558
8 H -0.263 0.922 -2.022
9 H -0.902 -0.723 -2.250
10 H 1.763 -0.810 0.171
11 H -0.894 0.600 2.800

=====

[6]
Formula: C4H5NO
Source: the Open Molecules 2025 dataset
Level of theory: ωB97M-V/def2-TZVPD

Summary:
SMILES: Nc1ccoc1
calculated total energy: -7765.180 eV
multiplicity: 1
relative energy (zero: lowest compared OMol25 entry of this formula, charge and spin): 129.9 kJ/mol
lowest unoccupied orbital energy: 1.090 eV
HOMO: -0.296 Eh

Cartesian coordinates (Å):
1 N -1.838 0.158 -0.218
2 C -0.439 0.125 -0.148
3 C 0.534 0.909 0.574
4 C 1.616 0.093 0.701
5 O 1.452 -1.071 0.040
6 C 0.217 -1.004 -0.530
7 H -2.145 -0.776 -0.484
8 H -2.341 0.921 -0.653
9 H 0.504 1.950 0.873
10 H 2.527 0.172 1.276
11 H 0.031 -1.605 -1.406

=====

[7]
Formula: C4H5NO
Source: the Open Molecules 2025 dataset
Level of theory: ωB97M-V/def2-TZVPD

Summary:
SMILES: CC#CC(N)=O
calculated total energy: -7765.118 eV
multiplicity: 1
relative energy (zero: lowest compared OMol25 entry of this formula, charge and spin): 135.9 kJ/mol
lowest unoccupied orbital energy: 0.851 eV
HOMO: -0.363 Eh

Cartesian coordinates (Å):
1 C -2.327 0.104 0.324
2 C -0.996 -0.240 -0.152
3 C 0.184 -0.458 -0.288
4 C 1.577 -0.596 0.139
5 N 2.417 0.378 -0.319
6 O 1.921 -1.469 0.912
7 H -3.078 -0.678 0.205
8 H -2.717 1.034 -0.099
9 H -2.161 0.224 1.399
10 H 3.318 0.471 0.125
11 H 2.080 1.141 -0.881

=====

[8]
Formula: C4H5NO
Source: the Open Molecules 2025 dataset
Level of theory: ωB97M-V/def2-TZVPD

Summary:
calculated total energy: -7762.842 eV
multiplicity: 1
relative energy (zero: lowest compared OMol25 entry of this formula, charge and spin): 355.5 kJ/mol
lowest unoccupied orbital energy: 0.898 eV
HOMO: -0.312 Eh

Cartesian coordinates (Å):
1 N 1.941 -0.168 -0.240
2 C 0.567 -0.019 -0.030
3 C -0.125 1.120 0.233
4 O -1.467 0.892 0.297
5 C -1.590 -0.460 0.061
6 C -0.357 -1.150 -0.072
7 H 2.522 0.434 0.329
8 H 2.214 -1.136 -0.134
9 H 0.172 2.153 0.358
10 H -2.577 -0.858 0.269
11 H -1.300 -0.806 -1.070

=====

[9]
Formula: C4H5NO
Source: the Open Molecules 2025 dataset
Level of theory: ωB97M-V/def2-TZVPD

Summary:
SMILES: Cc1ccno1
calculated total energy: -7764.444 eV
multiplicity: 1
relative energy (zero: lowest compared OMol25 entry of this formula, charge and spin): 201.0 kJ/mol
lowest unoccupied orbital energy: 0.829 eV
HOMO: -0.341 Eh

Cartesian coordinates (Å):
1 C 0.423 -1.687 0.105
2 C 0.360 -0.167 0.064
3 C -0.805 0.515 -0.167
4 C -0.483 1.896 -0.116
5 N 0.744 2.203 0.118
6 O 1.386 0.640 0.255
7 H 0.644 -2.064 1.110
8 H -0.556 -2.095 -0.188
9 H 1.172 -2.105 -0.574
10 H -1.772 0.080 -0.348
11 H -1.100 2.787 -0.243

=====

[10]
Formula: C4H5NO
Source: the Open Molecules 2025 dataset
Level of theory: ωB97M-V/def2-TZVPD

Summary:
SMILES: O=C1CC=CN1
calculated total energy: -7766.431 eV
multiplicity: 1
relative energy (zero: lowest compared OMol25 entry of this formula, charge and spin): 9.2 kJ/mol
lowest unoccupied orbital energy: 0.956 eV
HOMO: -0.320 Eh

Cartesian coordinates (Å):
1 O -1.700 -0.433 -1.630
2 C -0.847 -0.217 -0.793
3 C 0.553 0.377 -0.907
4 C 1.049 0.352 0.516
5 C 0.100 -0.171 1.303
6 N -1.030 -0.510 0.528
7 H 0.495 1.383 -1.336
8 H 1.154 -0.234 -1.590
9 H 2.022 0.705 0.834
10 H 0.137 -0.332 2.375
11 H -1.934 -0.920 0.700

=====

[11]
Formula: C4H5NO
Source: the Open Molecules 2025 dataset
Level of theory: ωB97M-V/def2-TZVPD

Summary:
SMILES: N#CC[C@H]1CO1
calculated total energy: -7764.750 eV
multiplicity: 1
relative energy (zero: lowest compared OMol25 entry of this formula, charge and spin): 171.4 kJ/mol
lowest unoccupied orbital energy: 0.901 eV
HOMO: -0.397 Eh

Cartesian coordinates (Å):
1 N 2.237 1.088 -0.224
2 C 1.652 0.090 -0.217
3 C 0.652 -0.982 -0.138
4 C -0.547 -0.288 0.504
5 C -1.034 0.937 -0.118
6 O -1.795 -0.268 -0.152
7 H 1.017 -1.821 0.463
8 H 0.413 -1.360 -1.139
9 H -0.598 -0.387 1.587
10 H -1.380 1.753 0.514
11 H -0.617 1.238 -1.080

=====

[12]
Formula: C4H5NO
Source: the Open Molecules 2025 dataset
Level of theory: ωB97M-V/def2-TZVPD

Summary:
calculated total energy: -7762.571 eV
multiplicity: 1
relative energy (zero: lowest compared OMol25 entry of this formula, charge and spin): 381.6 kJ/mol
lowest unoccupied orbital energy (spin up / spin down): -0.621 / -0.619 eV
HOMO (spin up / spin down): -0.322 / -0.322 Eh

Cartesian coordinates (Å):
1 N 2.614 -0.447 0.871
2 C 1.624 -0.659 0.311
3 C 0.384 -0.745 -0.405
4 C -0.881 -0.550 0.410
5 O -1.387 0.725 -0.063
6 C -0.310 1.326 -0.545
7 H 0.363 -1.565 -1.127
8 H -0.723 -0.471 1.489
9 H -1.686 -1.256 0.206
10 H 0.611 1.446 0.004
11 H -0.609 2.196 -1.152

=====

[13]
Formula: C4H5NO
Source: the Open Molecules 2025 dataset
Level of theory: ωB97M-V/def2-TZVPD

Summary:
calculated total energy: -7761.889 eV
multiplicity: 1
relative energy (zero: lowest compared OMol25 entry of this formula, charge and spin): 447.4 kJ/mol
lowest unoccupied orbital energy: -0.784 eV
HOMO: -0.344 Eh

Cartesian coordinates (Å):
1 C -1.822 -0.050 0.200
2 C -0.327 -0.104 0.170
3 N 0.286 -1.266 0.103
4 O 1.596 -1.082 -0.038
5 C 1.792 0.339 -0.147
6 C 0.561 1.042 0.141
7 H -2.256 -1.042 0.352
8 H -2.171 0.632 0.980
9 H -2.179 0.342 -0.759
10 H 2.777 0.611 0.232
11 H 1.745 0.579 -1.235

=====

[14]
Formula: C4H5NO
Source: the Open Molecules 2025 dataset
Level of theory: ωB97M-V/def2-TZVPD

Summary:
SMILES: Cc1ccon1
calculated total energy: -7765.012 eV
multiplicity: 1
relative energy (zero: lowest compared OMol25 entry of this formula, charge and spin): 146.1 kJ/mol
lowest unoccupied orbital energy: 1.039 eV
HOMO: -0.368 Eh

Cartesian coordinates (Å):
1 C 0.779 1.490 -0.505
2 C -0.079 0.302 -0.092
3 C 0.323 -1.043 0.385
4 C -0.878 -1.660 0.563
5 O -1.892 -0.809 0.236
6 N -1.378 0.393 -0.165
7 H 0.292 2.200 -1.193
8 H 1.117 2.080 0.358
9 H 1.663 1.102 -1.013
10 H 1.337 -1.436 0.543
11 H -1.285 -2.619 0.884

=====

[15]
Formula: C4H5NO
Source: the Open Molecules 2025 dataset
Level of theory: ωB97M-V/def2-TZVPD

Summary:
calculated total energy: -7761.485 eV
multiplicity: 1
relative energy (zero: lowest compared OMol25 entry of this formula, charge and spin): 486.4 kJ/mol
lowest unoccupied orbital energy (spin up / spin down): -0.247 / -0.625 eV
HOMO (spin up / spin down): -0.282 / -0.264 Eh

Cartesian coordinates (Å):
1 O -0.650 1.141 -1.466
2 C -0.415 0.653 -0.248
3 C -1.006 -0.588 0.220
4 C 0.330 -1.318 0.543
5 C 1.275 -0.369 0.671
6 N 0.819 0.936 0.286
7 H -1.656 -1.151 -0.459
8 H -1.566 -0.490 1.163
9 H -0.943 0.339 -1.914
10 H 2.335 -0.455 0.882
11 H 1.061 1.802 0.747

=====

[16]
Formula: C4H5NO
Source: the Open Molecules 2025 dataset
Level of theory: ωB97M-V/def2-TZVPD

Summary:
calculated total energy: -7764.645 eV
multiplicity: 1
relative energy (zero: lowest compared OMol25 entry of this formula, charge and spin): 181.6 kJ/mol
lowest unoccupied orbital energy: 1.057 eV
HOMO: -0.326 Eh

Cartesian coordinates (Å):
1 C -1.142 1.305 -0.388
2 C -1.056 -2.023 0.262
3 O -0.862 -2.474 1.286
4 C 1.851 -0.591 0.127
5 C 1.016 0.362 -0.220
6 N 0.301 1.282 -0.584
7 H -1.488 0.605 0.381
8 H -1.623 1.049 -1.337
9 H -1.442 2.319 -0.118
10 H 2.057 -1.405 -0.560
11 H 2.334 -0.581 1.097

=====

[17]
Formula: C4H5NO
Source: the Open Molecules 2025 dataset
Level of theory: ωB97M-V/def2-TZVPD

Summary:
calculated total energy: -7761.815 eV
multiplicity: 1
relative energy (zero: lowest compared OMol25 entry of this formula, charge and spin): 454.6 kJ/mol
lowest unoccupied orbital energy: -0.625 eV
HOMO: -0.343 Eh

Cartesian coordinates (Å):
1 C 1.021 0.438 1.378
2 C 0.479 0.357 0.015
3 C -0.732 -0.437 -0.094
4 O -1.483 -0.217 -1.319
5 C -0.758 -0.071 -2.384
6 N -0.157 0.040 -3.371
7 H 0.738 1.482 1.611
8 H 0.623 -0.209 2.175
9 H 2.115 0.456 1.386
10 H -0.358 -1.480 -0.098
11 H -1.486 -0.361 0.701

=====

[18]
Formula: C4H5NO
Source: the Open Molecules 2025 dataset
Level of theory: ωB97M-V/def2-TZVPD

Summary:
SMILES: [H]/N=C/OCC#C
calculated total energy: -7763.193 eV
multiplicity: 1
relative energy (zero: lowest compared OMol25 entry of this formula, charge and spin): 321.7 kJ/mol
lowest unoccupied orbital energy: 0.758 eV
HOMO: -0.369 Eh

Cartesian coordinates (Å):
1 H -2.979 -0.847 -0.181
2 N -1.980 -0.684 -0.244
3 C -1.680 0.439 0.259
4 O -0.429 0.904 0.265
5 C 0.476 0.012 -0.362
6 C 1.842 0.517 -0.251
7 C 2.864 0.102 0.225
8 H -2.342 1.171 0.724
9 H 0.181 -0.206 -1.386
10 H 0.477 -0.937 0.187
11 H 3.570 -0.471 0.764

=====

[19]
Formula: C4H5NO
Source: the Open Molecules 2025 dataset
Level of theory: ωB97M-V/def2-TZVPD

Summary:
SMILES: N#CC[C@H]1CO1
calculated total energy: -7764.876 eV
multiplicity: 1
relative energy (zero: lowest compared OMol25 entry of this formula, charge and spin): 159.2 kJ/mol
lowest unoccupied orbital energy: 0.811 eV
HOMO: -0.403 Eh

Cartesian coordinates (Å):
1 N 3.177 -0.077 0.584
2 C 2.096 -0.251 0.213
3 C 0.747 -0.602 -0.236
4 C -0.398 0.131 0.449
5 C -1.502 0.761 -0.283
6 O -1.639 -0.530 0.291
7 H 0.637 -1.664 -0.001
8 H 0.685 -0.513 -1.323
9 H -0.191 0.480 1.460
10 H -2.096 1.538 0.199
11 H -1.491 0.796 -1.372

=====

[20]
Formula: C4H5NO
Source: the Open Molecules 2025 dataset
Level of theory: ωB97M-V/def2-TZVPD

Summary:
SMILES: Nc1ccoc1
calculated total energy: -7763.744 eV
multiplicity: 1
relative energy (zero: lowest compared OMol25 entry of this formula, charge and spin): 268.5 kJ/mol
lowest unoccupied orbital energy: 1.075 eV
HOMO: -0.289 Eh

Cartesian coordinates (Å):
1 N 1.806 -0.291 0.256
2 C 0.499 -0.162 -0.087
3 C -0.637 -0.946 -0.413
4 C -1.663 -0.156 0.028
5 O -1.302 1.047 0.453
6 C 0.069 1.109 0.296
7 H 1.813 0.649 0.753
8 H 2.468 -0.861 -0.268
9 H -0.739 -1.948 -0.808
10 H -2.710 -0.373 0.126
11 H 0.394 1.932 -0.335

=====

Number 1: maximum force 0.56 eV/Å. Number 2: maximum force 0.47 eV/Å. Number 3: maximum force 1.98 eV/Å. Number 4: maximum force 0.37 eV/Å. Number 5: maximum force 2.85 eV/Å. Number 6: maximum force 0.79 eV/Å. Number 7: maximum force 0.62 eV/Å. Number 8: maximum force 0.33 eV/Å. Number 9: maximum force 3.25 eV/Å. Number 10: maximum force 0.96 eV/Å. Number 11: maximum force 1.11 eV/Å. Number 12: maximum force 0.89 eV/Å. Number 13: maximum force 0.47 eV/Å. Number 14: maximum force 0.95 eV/Å. Number 15: maximum force 1.05 eV/Å. Number 16: maximum force 1.40 eV/Å. Number 17: maximum force 1.08 eV/Å. Number 18: maximum force 1.35 eV/Å. Number 19: maximum force 1.10 eV/Å. Number 20: maximum force 2.87 eV/Å.